[1]
Entry from OMol25: an isolated molecule of C5H6O2 (ωB97M-V with the def2-TZVPD basis set).

Results
max |F| = 2.1 eV/A
relative energy (zero: lowest compared OMol25 entry of this formula, charge and spin) = 80.6 kcal/mol
molecular weight = 98.1 g/mol
SMILES = O=CCC#CCO
HOMO energy = -0.3566 hartree

XYZ file:
```
13
Properties=species:S:1:pos:R:3:forces:R:3:nbo_charge:R:1
O -2.1230 0.5731 -1.4093 -0.1 -0.1 0.5 -0.70
O 1.8456 0.9016 -1.0714 -0.7 -0.9 0.3 -0.51
C 1.4994 -0.5578 0.9257 0.7 0.4 0.0 -0.57
C -2.1386 -0.5002 -0.4848 -0.5 -0.3 0.7 -0.15
C 2.0331 0.6183 0.0842 0.4 0.4 -0.5 0.46
C -0.9178 -0.7025 0.2190 1.1 -0.1 -0.4 0.00
C 0.0492 -0.5410 0.9220 0.3 -0.7 -1.1 -0.04
H -2.5969 -1.3817 -0.9377 0.2 0.0 0.1 0.20
H 1.9226 -1.4751 0.4818 -0.3 0.2 0.2 0.26
H -2.5889 -0.3382 0.5197 -1.7 0.8 -1.0 0.23
H 2.7136 1.2754 0.6093 0.5 0.3 0.8 0.11
H 1.9022 -0.4330 1.9245 0.3 -0.1 0.1 0.23
H -1.2000 0.7596 -1.6310 -0.2 0.0 0.1 0.49
```
Positions in Å, forces in eV/Å.



[2]
Entry from OMol25: an isolated molecule of C5H6O2 (ωB97M-V with the def2-TZVPD basis set).

Results
max |F| = 0.6 eV/A
relative energy (zero: lowest compared OMol25 entry of this formula, charge and spin) = 54.1 kcal/mol
molecular weight = 98.1 g/mol
SMILES = C#C[C@H](C=O)CO
HOMO energy = -0.3716 hartree

XYZ file:
```
13
Properties=species:S:1:pos:R:3:forces:R:3:nbo_charge:R:1
O -0.8002 2.0844 0.4009 0.4 -0.3 -0.3 -0.53
O -2.2907 -0.2554 0.2469 -0.1 0.2 0.1 -0.72
C 0.0356 1.4889 -0.2396 -0.3 0.3 0.2 0.47
C 0.0240 -0.0225 -0.4385 0.0 0.0 0.0 -0.44
C -0.9855 -0.6962 0.5093 0.3 -0.2 0.0 -0.04
C 2.5042 -0.9617 -0.1401 -0.4 0.2 -0.1 -0.22
C 1.3854 -0.5440 -0.2933 0.5 -0.2 0.1 -0.01
H 0.8663 2.0320 -0.7281 0.0 0.0 0.0 0.13
H -0.9672 -1.7760 0.3444 0.0 0.1 0.0 0.19
H -2.2901 0.6928 0.4483 -0.1 -0.1 0.0 0.49
H -0.3191 -0.1932 -1.4712 0.1 0.0 0.1 0.26
H -0.6800 -0.5103 1.5505 -0.1 0.0 -0.2 0.17
H 3.4963 -1.3371 -0.0140 -0.2 0.1 0.0 0.24
```
Positions in Å, forces in eV/Å.



[3]
Entry from OMol25: an isolated molecule of C5H6O2 (ωB97M-V with the def2-TZVPD basis set).

Results
max |F| = 1.1 eV/A
relative energy (zero: lowest compared OMol25 entry of this formula, charge and spin) = 101.1 kcal/mol
molecular weight = 98.1 g/mol
SMILES = O=C[C@H]1O[C@H]2C[C@H]21
HOMO energy = -0.3171 hartree

XYZ file:
```
13
Properties=species:S:1:pos:R:3:forces:R:3:nbo_charge:R:1
O -0.8378 1.0358 0.2282 -0.2 0.0 0.0 -0.50
O 0.9343 0.6740 -2.8272 -0.4 -0.1 0.3 -0.50
C 0.2789 0.6262 -0.5287 0.3 0.1 -0.1 -0.06
C 0.0500 0.7729 -2.0124 0.3 -0.2 -0.2 0.43
C 0.6893 -0.5583 0.3014 0.1 -0.2 0.1 -0.23
C -0.5551 0.2237 1.3162 0.1 -0.1 0.3 0.16
C -0.3795 -1.2203 1.0734 -0.3 -0.3 -0.1 -0.48
H 0.0889 -1.6080 1.9880 -0.4 -0.3 -0.3 0.22
H 1.6667 -0.9955 0.0774 0.0 0.4 0.8 0.23
H -0.9801 1.0809 -2.2891 0.1 -0.1 0.0 0.12
H -1.1231 -1.9017 0.6674 -0.3 0.0 -0.2 0.18
H -0.9818 0.6479 2.2353 1.0 -0.1 0.0 0.21
H 1.1493 1.2225 -0.2298 -0.3 0.9 -0.6 0.22
```
Positions in Å, forces in eV/Å.



no.,gap between HOMO and LUMO (eV),DFT total energy (eV)
1,10.4,-9373.599
2,10.8,-9374.749
3,9.3,-9372.712